{
  "formula": "C26H79N17O11",
  "method": "ωB97M-V/def2-TZVPD",
  "smiles": "COC[C@H](C)N.COC[C@H](C)N.COC[C@H](C)N.COC[C@H](C)N.COC[C@H](C)N.NC(N)=O.NC(N)=O.NC(N)=O.NC(N)=O.NC(N)=O.NC(N)=O",
  "molar_mass_g_mol": 806.03,
  "lumo_energy_ha": -0.0048,
  "homo_ev": -8.96,
  "species": ["O", "H", "H", "H", "H", "C", "N", "H", "O", "C", "C", "H", "H", "N", "H", "H", "H", "H", "O", "H", "H", "C", "C", "H", "C", "H", "H", "O", "H", "H", "H", "N", "H", "H", "C", "H", "C", "N", "C", "H", "C", "H", "H", "H", "H", "H", "O", "H", "C", "C", "H", "H", "O", "H", "H", "O", "H", "H", "C", "C", "C", "H", "H", "H", "H", "C", "H", "H", "H", "C", "H", "H", "H", "H", "N", "H", "N", "H", "O", "H", "H", "H", "H", "H", "H", "N", "N", "C", "H", "N", "C", "N", "C", "N", "N", "H", "N", "H", "N", "C", "O", "C", "H", "H", "H", "H", "H", "H", "H", "N", "H", "H", "H", "H", "H", "H", "H", "H", "O", "H", "N", "C", "N", "C", "O", "C", "H", "H", "H", "C", "H", "H", "H"],
  "xyz": [[-3.81511, -6.50841, -2.64678], [1.89209, -1.63258, -5.37983], [-0.92949, 1.91614, -4.03405], [-1.88816, -2.65348, 2.22502], [2.23734, 1.73527, -0.39845], [0.96355, 0.01748, -0.79748], [1.66825, 2.53334, 4.21470], [-0.76045, 0.22492, 0.01774], [0.44367, -1.58845, 1.08994], [3.00998, 1.93840, -5.44242], [-0.34844, 3.78938, 1.79232], [-2.47758, -1.22427, 0.44360], [4.19007, 3.39920, 0.70346], [-3.04012, -1.96788, -3.99572], [0.96591, -0.80085, -1.52076], [-4.04051, -2.04708, -4.09259], [3.32497, 9.24585, 0.98785], [1.25483, 0.23704, 1.36966], [2.73768, -3.56539, 4.03693], [-0.81884, -0.55546, 6.73320], [-0.97844, 2.37848, -5.78948], [4.97799, 5.18936, -0.06480], [4.48725, 4.75259, -1.46903], [-4.70268, -1.45582, 2.17196], [-2.71053, -0.85105, -3.31096], [2.30694, -0.97499, 0.63433], [5.22819, 4.19615, -2.04197], [-5.48294, -2.78779, 0.34825], [1.35789, 3.04883, 3.40372], [5.36578, 4.12497, 1.59185], [2.44428, 0.87543, -7.10348], [5.07182, 3.89180, 0.65080], [3.22388, 1.18285, -4.68122], [-1.12320, -4.89303, -3.13775], [-2.74035, -2.95502, 1.61444], [0.84097, -1.02732, -4.22915], [0.14343, -2.57776, 0.11486], [-1.82911, 0.09915, 3.64885], [0.89719, -3.06280, -4.30289], [2.88194, 5.56575, 0.56193], [-0.65830, 1.63896, -5.05388], [-1.22450, -1.82237, 4.29888], [1.25731, 3.17025, -5.91413], [0.76162, -2.78603, 2.40005], [3.97778, 3.92305, -5.93851], [0.47610, -0.38842, 5.62255], [3.94050, 7.36659, 0.34335], [-4.32927, -0.03391, 1.60997], [2.01716, 1.01349, -1.18714], [-6.12347, -3.58403, -0.66949], [-0.62761, 5.01746, 0.22264], [2.44183, 2.04911, 2.13466], [3.14314, 0.99855, 5.01352], [2.91729, 0.41322, -1.33707], [-1.13557, -0.16317, -2.30286], [0.71142, 1.24601, -5.20757], [-6.40957, -3.03729, -1.56659], [3.84188, 3.53934, -4.33676], [-2.80183, -5.86087, -2.41763], [1.30127, -0.54431, 0.61150], [1.66631, -4.09972, 3.80748], [-3.58166, -1.65469, 4.50111], [-3.73132, -2.66386, -0.92105], [-0.16778, 1.68309, -0.40518], [-7.00582, -3.93641, -0.13354], [1.56417, 2.38702, -5.21746], [1.06846, -3.04493, -0.22720], [-3.45027, -0.29084, 5.64566], [3.31121, 8.00481, 2.23080], [3.14175, 8.18774, 1.16500], [0.36383, -5.59294, 4.16026], [1.95710, -5.64008, 5.01700], [-2.80721, -5.98760, -0.39474], [-1.95436, -5.72970, -4.32358], [3.19585, 1.51598, -6.85616], [-1.47408, -5.17012, -1.04748], [0.66679, -3.55696, 3.05287], [-0.57870, 0.87899, 5.73938], [-2.86927, -2.26531, 6.26980], [-4.74551, -1.60527, 7.08292], [-2.38399, -2.70624, -4.17423], [5.04245, 2.64229, -5.39503], [-0.55850, -2.26586, -0.66155], [1.40010, 2.76567, 5.15797], [5.93235, 5.69856, 0.05133], [3.05289, 1.60530, 2.79903], [1.35794, -4.00933, -5.12646], [2.70327, 1.69504, 4.11239], [3.56004, 4.18460, -1.40329], [-2.43818, -5.44385, -1.15863], [4.03553, 3.04432, -5.29429], [-0.30543, 0.73557, -0.73459], [-0.59798, -0.21210, 5.72024], [-1.03323, 3.30361, 2.83944], [-1.93687, -5.44839, -3.35862], [-4.76776, -3.15287, 6.30560], [-3.89616, -0.91206, 1.87290], [4.04859, 5.84680, 1.77297], [1.24299, -1.85603, -4.64404], [-3.33450, -1.76651, 0.85340], [-3.49170, 0.01284, -2.92783], [-4.34946, -2.11168, -0.20650], [-1.96940, 3.66113, 2.76881], [1.01799, -4.94240, -4.95823], [4.32987, 5.66666, -2.04704], [-0.81427, -1.64826, -3.12170], [1.72567, -3.79090, -6.03540], [1.57557, 2.86047, -4.22950], [-0.77313, 2.48218, 3.36420], [1.29876, -5.28224, 4.34616], [3.86582, 1.00946, 2.75634], [2.07559, 7.97867, 1.03269], [1.72431, 1.56326, -2.08201], [-2.05282, 4.52389, 1.19116], [-1.01741, 0.17068, 3.04165], [-1.26895, 0.76050, -5.26432], [-5.51878, -4.47721, -0.83259], [-2.50477, -0.33599, 3.00918], [0.28130, -3.30225, -3.24140], [-3.97954, -3.08720, 7.80559], [-1.40752, -0.84395, -3.00376], [-4.13491, -2.49139, 6.90711], [-1.06686, 4.64994, 1.04981], [-1.59770, -0.88692, 4.72168], [0.83620, 3.48137, 1.58769], [-2.97371, -1.20742, 5.29107], [-3.41381, -3.46048, 2.30868], [3.95772, 0.84768, -6.76370], [-2.37348, -3.72045, 0.92861], [3.89461, 5.95803, 0.69546], [-0.19409, -4.07472, 3.01101], [-4.63450, -1.13890, -0.61383], [-0.44669, -3.36065, 0.58838]],
  "lowdin_charge": [0.02, 0.12, 0.09, 0.05, 0.07, -0.43, 0.15, 0.06, -0.23, -0.44, -0.68, 0.12, 0.04, 0.17, 0.11, 0.11, 0.08, 0.11, 0.03, 0.07, 0.09, -0.38, -0.07, 0.09, -0.72, 0.14, 0.07, -0.18, 0.04, 0.06, 0.06, 0.02, 0.13, 0.05, -0.05, 0.09, -0.11, 0.03, -0.69, 0.12, -0.10, 0.11, 0.13, 0.06, 0.08, 0.07, -0.19, 0.10, -0.05, -0.07, 0.12, 0.05, 0.03, 0.09, 0.05, -0.21, 0.09, 0.06, -0.69, -0.15, -0.69, 0.10, 0.11, 0.07, 0.09, -0.21, 0.11, 0.13, 0.08, -0.13, 0.09, 0.11, 0.11, 0.11, 0.04, 0.09, 0.16, 0.05, -0.18, 0.08, 0.08, 0.08, 0.08, 0.11, 0.14, 0.15, 0.18, -0.71, 0.07, 0.15, -0.07, 0.06, -0.04, 0.18, 0.16, 0.08, 0.03, 0.12, 0.20, -0.41, 0.01, -0.21, 0.10, 0.11, 0.08, 0.04, 0.11, 0.11, 0.08, 0.14, 0.12, 0.08, 0.07, 0.10, 0.05, 0.08, 0.08, 0.01, -0.03, 0.08, 0.16, -0.11, 0.17, -0.39, -0.03, -0.20, 0.09, 0.07, 0.05, -0.20, 0.08, 0.12, 0.05]
}